C26H24AuN7OS | ωB97M-V/def2-TZVPD

XYZ file:
```
60
Properties=species:S:1:pos:R:3:lowdin_charge:R:1
Au 0.2159 0.3765 0.3103 0.53
N -2.9889 3.4914 0.3964 0.04
C -1.8343 2.7744 0.2937 -0.89
S -2.0122 1.1313 -0.2361 0.49
N -0.7505 3.4584 0.5928 -0.01
N 0.3839 2.7226 0.6610 -0.05
C 1.5154 3.3118 0.5326 -0.20
C 1.7058 4.7696 0.3042 -0.19
C 1.1102 5.7190 1.1307 -0.04
C 1.3243 7.0696 0.9099 -0.08
C 2.1229 7.4907 -0.1454 -0.09
C 2.7162 6.5517 -0.9757 -0.08
C 2.5137 5.1992 -0.7444 -0.04
C 2.7293 2.4535 0.6320 -0.22
C 3.9334 2.9863 1.0933 -0.01
C 5.0388 2.1652 1.1978 -0.06
C 4.9221 0.8296 0.8407 -0.06
C 3.6912 0.3825 0.3961 -0.14
N 2.6261 1.1696 0.2780 0.05
H -3.8055 3.1451 -0.0736 0.07
H -2.8897 4.4857 0.5172 0.09
H 0.4706 5.3901 1.9368 0.11
H 0.8592 7.7984 1.5607 0.10
H 2.2806 8.5468 -0.3202 0.10
H 3.3365 6.8699 -1.8031 0.10
H 2.9827 4.4660 -1.3896 0.12
H 3.9851 4.0287 1.3744 0.12
H 5.9779 2.5598 1.5616 0.11
H 5.7608 0.1511 0.9020 0.10
H 3.5425 -0.6545 0.1162 0.10
C -5.0374 -1.9903 0.6934 -0.05
C -4.1484 -2.9578 -0.0364 -0.27
C -3.2291 -2.5172 -0.9811 -0.03
C -2.3815 -3.3971 -1.6367 -0.02
C -2.4134 -4.7507 -1.3274 -0.26
N -1.5282 -5.6981 -1.9078 0.13
C -0.3057 -5.4793 -2.4996 -0.54
O 0.1179 -6.1830 -3.3906 0.07
N 0.4003 -4.3658 -2.0624 0.13
C 0.4599 -3.8129 -0.7746 -0.24
C 0.1453 -4.5061 0.3890 0.00
C 0.1927 -3.8304 1.5932 -0.04
C 0.5299 -2.4886 1.6135 -0.14
N 0.8284 -1.8201 0.4986 -0.06
C 0.8118 -2.4752 -0.6612 -0.10
C -3.3408 -5.2105 -0.3993 -0.03
C -4.2022 -4.3240 0.2249 -0.04
H -5.1068 -1.0425 0.1622 0.07
H -4.6464 -1.7786 1.6900 0.08
H -6.0449 -2.3901 0.8119 0.08
H -3.1671 -1.4610 -1.2147 0.08
H -1.6915 -3.0204 -2.3776 0.12
H -1.9284 -6.5820 -2.1859 0.15
H 1.1201 -4.0903 -2.7137 0.15
H -0.1306 -5.5489 0.3522 0.12
H -0.0486 -4.3388 2.5159 0.11
H 0.5420 -1.9197 2.5325 0.11
H 1.0315 -1.8928 -1.5479 0.12
H -3.3748 -6.2657 -0.1558 0.11
H -4.9181 -4.7024 0.9448 0.11
```

Its highest occupied orbital energy is -0.260 Eh. The calculation puts the total energy at -54358.1770 eV. The LUMO energy is 0.2 eV. As for the frontier orbital gap: 7.30 eV. Its max |F| is 0.555 eV/Å.


C4H24FeO13 | ωB97M-V/def2-TZVPD

XYZ file:
```
42
Properties=species:S:1:pos:R:3:lowdin_charge:R:1
Fe 2.2775 0.8287 -2.3294 1.22
C -2.0888 -0.9389 0.0258 -0.01
C -0.8356 -0.2735 -0.6369 -0.82
O 0.2564 -0.4141 -0.1305 -0.05
O -0.9067 0.3347 -1.6980 -0.07
H -2.0009 -1.2763 1.0586 0.06
H -2.5471 -1.8042 -0.4530 0.06
H -2.8519 -0.1768 0.1835 0.06
C 7.2224 1.4982 -0.9455 0.00
C 5.8845 1.0500 -1.4983 -0.79
O 5.2141 0.2255 -0.8936 0.06
O 5.5356 1.4445 -2.6226 -0.04
H 7.2358 2.5471 -1.2419 0.08
H 7.9636 0.9283 -1.5059 0.09
H 7.4968 1.3550 0.0996 0.08
O 2.1397 3.3650 -0.7624 -0.05
H 1.4779 3.7682 -0.2006 0.05
H 2.7912 4.0531 -0.8978 0.05
O -4.9301 -4.5736 1.0314 -0.05
H -5.3803 -5.3240 0.6438 0.03
H -4.2166 -4.3813 0.4230 0.03
O 0.2052 2.9622 3.3025 -0.05
H 0.2095 2.2518 2.6609 0.02
H 0.1292 2.5210 4.1485 0.03
O 3.3702 -1.8657 2.8530 -0.06
H 2.8542 -1.5564 2.1085 0.02
H 4.0745 -2.3808 2.4594 0.03
O -6.4316 -1.1376 2.1121 -0.05
H -6.1595 -1.9800 1.7482 0.02
H -6.5529 -0.5740 1.3480 0.03
O -3.9894 1.1669 3.6601 -0.05
H -3.2833 0.6013 3.9727 0.03
H -4.6783 0.5616 3.3858 0.01
O -3.5179 2.1030 -4.6678 -0.06
H -4.3327 1.6337 -4.4883 0.03
H -2.8958 1.7573 -4.0277 0.02
O -1.0640 -5.6601 1.7208 -0.06
H -0.5882 -6.3000 2.2501 0.03
H -1.4434 -5.0556 2.3587 0.03
O 1.5194 2.6529 -4.5614 -0.05
H 1.7563 3.5795 -4.5983 0.05
H 1.0812 2.4837 -5.3954 0.05
```

Its highest occupied orbital energy (alpha / beta) is -0.318 / -0.311 Eh. The calculation puts the total energy at -65536.5582 eV. The LUMO energy (alpha / beta) is -2.7 / -4.0 eV. The spin multiplicity is 5. As for the energy above the lowest of the compared OMol25 structures with the same formula, charge and spin: 8.4466 eV. As for the frontier orbital gap (alpha / beta): 5.92 / 4.47 eV. Its max |F| is 4.656 eV/Å.


C26H50Cl18O6 | ωB97M-V/def2-TZVPD

XYZ file:
```
100
Properties=species:S:1:pos:R:3:lowdin_charge:R:1
C -3.6278 -2.9147 3.9278 -0.12
C -4.1711 -3.0523 2.4941 -0.21
C -4.3512 -1.7606 1.7344 -0.55
O -4.2983 -1.6436 0.5572 0.12
O -4.6202 -0.6516 2.5013 -0.04
C -5.7828 -0.7032 3.3443 -0.14
C -6.5198 0.6139 3.0858 -0.11
O -7.3316 1.0335 4.1956 0.02
C -8.0352 0.0971 4.8835 -0.60
O -7.7003 -0.3415 5.9006 0.23
O -9.2357 -0.1751 4.2955 0.06
C -9.2738 -1.2840 3.4013 -0.24
O -10.6306 -1.5587 3.2608 -0.13
C -10.9156 -2.6814 2.4302 -0.08
H -3.0482 -1.9887 4.0334 0.03
H -2.9757 -3.7599 4.1806 0.06
H -4.4370 -2.8768 4.6721 0.08
H -3.5472 -3.7130 1.8741 0.10
H -5.1814 -3.5116 2.5162 0.08
H -6.4020 -1.5687 3.0508 0.13
H -5.5021 -0.7919 4.4042 0.14
H -7.1362 0.5583 2.1730 0.13
H -5.7712 1.4034 2.9298 0.14
H -8.7256 -2.1383 3.8527 0.15
H -8.8286 -1.0128 2.4221 0.14
H -11.6446 -2.3854 1.6592 0.09
H -11.3409 -3.4873 3.0467 0.09
H -10.0102 -3.0617 1.9238 0.09
Cl -5.5941 -4.9040 -0.1875 0.58
C -5.5173 -6.6584 0.1144 -0.66
C -5.9916 -7.0467 1.4927 -0.64
Cl -4.8832 -6.4123 2.7399 0.58
H -4.4753 -6.9419 -0.0187 0.03
H -6.1191 -7.1504 -0.6476 0.07
H -5.9870 -8.1322 1.5747 0.07
H -6.9888 -6.6760 1.7152 0.07
Cl -1.0811 -1.3041 1.9760 0.62
C 0.5323 -1.4973 2.7228 -0.66
C 0.5768 -2.6396 3.7054 -0.64
Cl -0.3741 -2.3201 5.1864 0.56
H 0.7956 -0.5532 3.1931 0.07
H 1.2271 -1.6860 1.9097 0.01
H 1.6047 -2.8036 4.0242 0.07
H 0.1924 -3.5538 3.2594 0.07
Cl 1.9101 1.5677 -0.4078 0.53
C 3.4979 0.8860 -0.8651 -0.69
C 3.6099 -0.5712 -0.5088 -0.64
Cl 3.6293 -0.8205 1.2636 0.57
H 4.2646 1.4752 -0.3687 0.04
H 3.6096 0.9979 -1.9403 0.01
H 4.5419 -0.9747 -0.9018 0.05
H 2.7755 -1.1438 -0.9076 0.07
Cl -1.8816 -5.9951 -1.2944 0.54
C -1.7374 -4.2492 -1.6525 -0.65
C -0.8538 -3.9941 -2.8439 -0.66
Cl 0.8573 -4.3962 -2.5223 0.53
H -1.3605 -3.7643 -0.7581 0.06
H -2.7413 -3.8793 -1.8439 0.07
H -0.8910 -2.9351 -3.0936 0.07
H -1.1668 -4.5785 -3.7058 0.07
Cl 6.8788 2.6275 -1.3762 0.58
C 7.3864 2.6291 -3.0875 -0.63
C 6.2272 2.5281 -4.0418 -0.64
Cl 5.3889 0.9580 -3.8972 0.58
H 8.0674 1.7898 -3.2075 0.07
H 7.9275 3.5570 -3.2657 0.08
H 6.5888 2.6198 -5.0644 0.08
H 5.4839 3.2994 -3.8582 0.01
Cl 4.2809 5.1273 -2.3360 0.55
C 4.0908 6.2411 -0.9513 -0.64
C 5.1111 7.3485 -0.9307 -0.66
Cl 6.7626 6.7652 -0.5797 0.56
H 4.1426 5.6381 -0.0477 0.07
H 3.0938 6.6715 -1.0327 0.07
H 4.8553 8.0541 -0.1417 0.08
H 5.1389 7.8725 -1.8810 -0.01
Cl 5.0391 -2.8229 -3.4488 0.53
C 5.5441 -2.8269 -5.1594 -0.66
C 4.3643 -2.8562 -6.0971 -0.67
Cl 3.4876 -4.4061 -6.0262 0.54
H 6.1909 -3.6880 -5.3073 0.07
H 6.1152 -1.9139 -5.3226 0.06
H 4.7149 -2.7314 -7.1204 0.07
H 3.6559 -2.0653 -5.8623 0.07
Cl 1.8034 6.4730 -5.8927 0.54
C 1.4998 7.5998 -4.5476 -0.66
C 2.4646 8.7592 -4.5529 -0.64
Cl 4.1261 8.2261 -4.1742 0.58
H 1.5704 7.0305 -3.6234 0.06
H 0.4837 7.9741 -4.6621 0.07
H 2.1772 9.4841 -3.7931 0.07
H 2.4903 9.2505 -5.5221 0.07
Cl 8.8743 2.1419 3.3780 0.53
C 8.1459 3.6889 2.8698 -0.66
C 8.6024 4.1132 1.4982 -0.69
Cl 10.3294 4.5644 1.4705 0.54
H 8.4002 4.4337 3.6198 0.07
H 7.0664 3.5450 2.8598 0.07
H 8.0353 4.9882 1.1858 0.02
H 8.4579 3.3225 0.7691 0.01
```

Its highest occupied orbital energy is -0.373 Eh. The calculation puts the total energy at -265462.4655 eV. The LUMO energy is 0.3 eV. As for the SMILES: CCC(=O)OCCOC(=O)OCOC.ClCCCl.ClCCCl.ClCCCl.ClCCCl.ClCCCl.ClCCCl.ClCCCl.ClCCCl.ClCCCl. As for the frontier orbital gap: 10.44 eV. Its max |F| is 3.179 eV/Å.


C3H4BiO3 | ωB97M-V/def2-TZVPD

XYZ file:
```
11
Properties=species:S:1:pos:R:3:lowdin_charge:R:1
C -0.7151 1.2590 0.4934 0.07
C -0.6732 -0.0493 1.0822 0.09
O -0.0010 -1.0478 0.6533 0.25
C 0.7266 -1.0847 -0.5530 -0.66
O 1.4743 -0.1336 -0.8455 -0.03
O 0.5046 -2.0485 -1.2896 0.01
H 0.2750 1.4981 -0.0497 0.16
H -1.0869 -0.2285 2.0806 0.21
H -1.4800 1.2316 -0.3007 0.17
Bi 2.0463 -1.3484 -2.5490 2.57
H -1.0706 1.9520 1.2779 0.16
```

Its highest occupied orbital energy is -0.971 Eh. The calculation puts the total energy at -15118.7059 eV. The LUMO energy is -18.4 eV. Its net charge is +3. As for the energy above the lowest of the compared OMol25 structures with the same formula, charge and spin: 0.0000 eV. As for the frontier orbital gap: 7.98 eV. Its max |F| is 5.915 eV/Å.